1.
Below is the molecule C10H11NO2S in a non-equilibrium geometry, with properties calculated with the ωB97M-V functional and the def2-TZVPD basis.

Summary:
2S+1: 1
E_HOMO: -8.351 eV
energy above the lowest of the compared OMol25 structures with the same formula, charge and spin: 41.8 kcal per mole
gap between HOMO and LUMO: 8.7 eV
M: 209.27 g mol⁻¹
E_tot: -26965.5712 eV
SMILES: COc1ccccc1OCCN=C=S

Geometry (Å):
C (-0.041, 2.752, -2.620)
O (0.237, 1.537, -1.855)
C (-0.608, 0.484, -1.574)
C (-1.812, 0.234, -2.247)
C (-2.511, -0.913, -1.882)
C (-2.192, -1.711, -0.803)
C (-1.002, -1.387, -0.093)
C (-0.221, -0.275, -0.456)
O (0.873, 0.137, 0.263)
C (0.798, -0.152, 1.650)
C (1.915, -1.083, 2.135)
N (2.086, -0.900, 3.651)
C (2.868, -0.466, 4.568)
S (3.971, 0.308, 5.496)
H (-0.888, 3.365, -2.227)
H (-0.291, 2.450, -3.658)
H (0.948, 3.357, -2.629)
H (-2.216, 0.719, -3.186)
H (-3.360, -1.082, -2.503)
H (-2.897, -2.413, -0.363)
H (-0.647, -2.177, 0.621)
H (-0.163, -0.571, 2.020)
H (0.742, 0.841, 2.060)
H (1.574, -2.132, 2.004)
H (2.836, -0.921, 1.627)


2.
Below is the molecule C10H11NO3 in a non-equilibrium geometry, with properties calculated with the ωB97M-V functional and the def2-TZVPD basis.

Summary:
2S+1: 1
E_HOMO: -8.177 eV
energy above the lowest of the compared OMol25 structures with the same formula, charge and spin: 198.8 kcal per mole
gap between HOMO and LUMO: 8.2 eV
M: 193.20 g mol⁻¹
E_tot: -18173.2536 eV
SMILES: C=[N+]([O-])O[C@H]1C=CC=C/C1=C1\O[C@@H]1C

Geometry (Å):
C (1.991, -1.903, 1.383)
N (1.255, -1.821, 0.375)
O (1.520, -1.959, -0.784)
O (-0.106, -1.701, 0.672)
C (-0.884, -0.839, -0.369)
C (-2.243, -1.456, -0.563)
C (-3.359, -0.787, -0.231)
C (-3.266, 0.551, 0.324)
C (-2.106, 1.280, 0.456)
C (-0.796, 0.570, 0.123)
C (0.390, 1.168, 0.206)
O (0.879, 2.421, 0.691)
C (1.780, 1.453, 0.159)
C (2.605, 1.598, -1.165)
H (2.972, -1.934, 1.130)
H (1.747, -1.514, 2.423)
H (-0.368, -0.814, -1.320)
H (-2.186, -2.427, -1.032)
H (-4.314, -1.252, -0.137)
H (-4.252, 1.005, 0.595)
H (-2.099, 2.296, 0.859)
H (2.423, 1.086, 0.898)
H (3.511, 2.177, -0.976)
H (2.163, 2.201, -1.954)
H (2.746, 0.602, -1.762)


3.
Below is a structure of composition C10H12BBa2Br6O8 in a non-equilibrium geometry, with properties calculated with the ωB97M-V functional and the def2-TZVPD basis.

Summary:
2S+1: 1
E_HOMO: -14.491 eV
energy above the lowest of the compared OMol25 structures with the same formula, charge and spin: 25.7 kcal per mole
gap between HOMO and LUMO: 4.6 eV
M: 1025.09 g mol⁻¹
total charge: +3
E_tot: -449245.5311 eV

Geometry (Å):
Ba (-4.557, -3.400, -4.032)
Ba (2.984, -3.724, 3.391)
O (2.117, -1.870, 1.491)
C (0.918, -1.796, 1.396)
O (0.172, -1.377, 0.424)
B (-1.264, -1.705, 0.659)
O (-1.231, -2.475, 1.915)
C (-0.052, -2.412, 2.462)
O (0.281, -2.892, 3.525)
O (-1.886, -2.494, -0.469)
C (-2.709, -1.719, -1.073)
O (-3.329, -1.954, -2.103)
C (-2.858, -0.394, -0.284)
O (-2.027, -0.492, 0.751)
O (-3.620, 0.458, -0.576)
Br (-4.810, 4.068, 2.246)
C (-5.022, 3.304, 0.491)
C (-5.754, 4.254, -0.396)
Br (-5.465, 3.743, -2.258)
H (-5.559, 2.363, 0.593)
H (-4.046, 3.053, 0.090)
H (-5.404, 5.276, -0.304)
H (-6.830, 4.232, -0.270)
Br (5.480, -2.395, 1.467)
C (5.344, -0.509, 0.864)
C (6.164, 0.378, 1.734)
Br (6.109, 2.142, 0.974)
H (4.288, -0.282, 0.983)
H (5.593, -0.496, -0.192)
H (7.199, 0.055, 1.820)
H (5.754, 0.432, 2.739)
Br (0.545, 1.577, -2.972)
C (1.067, -0.237, -2.602)
C (2.309, -0.321, -1.768)
Br (3.882, 0.128, -2.793)
H (1.206, -0.735, -3.557)
H (0.234, -0.717, -2.087)
H (2.513, -1.338, -1.424)
H (2.265, 0.271, -0.856)


4.
Below is a structure of composition C10H12BrNNdP in a non-equilibrium geometry, with properties calculated with the ωB97M-V functional and the def2-TZVPD basis.

Summary:
2S+1: 4
E_HOMO (alpha / beta): -5.792 / -5.919 eV
expectation value of S²: 3.820
energy above the lowest of the compared OMol25 structures with the same formula, charge and spin: 0.0 kcal per mole
gap between HOMO and LUMO (alpha / beta): 3.8 / 4.0 eV
M: 401.33 g mol⁻¹
E_tot: -106656.6909 eV

Geometry (Å):
C (0.095, -1.726, -1.027)
C (0.277, -2.888, -1.828)
C (-0.852, -3.017, -2.698)
C (-1.776, -1.962, -2.421)
C (-1.266, -1.141, -1.400)
Nd (-0.842, 0.051, 2.063)
P (0.651, 2.795, 2.407)
H (0.781, -1.278, -0.299)
H (1.102, -3.596, -1.717)
H (-0.983, -3.788, -3.440)
H (-1.740, -0.228, -1.036)
H (-2.706, -1.810, -2.974)
H (1.160, 3.298, 1.175)
H (1.753, 2.023, 2.978)
H (0.521, 3.915, 3.205)
Br (0.120, -0.068, 4.650)
C (-1.092, 2.426, 2.020)
C (-1.982, 2.033, 3.052)
C (-3.006, 1.101, 2.773)
C (-3.213, 0.700, 1.436)
N (-2.395, 1.187, 0.446)
C (-1.519, 2.185, 0.681)
H (-1.813, 2.350, 4.062)
H (-3.534, 0.561, 3.564)
H (-3.971, -0.032, 1.155)
H (-1.115, 2.711, -0.184)